[1]
C46H119N5O15 | ωB97M-V/def2-TZVPD

HOMO, eV: -8.37
Structure (SMILES): COC[C@H](C)N.COCCNCCOC.COCCNCCOC.COCCNCCOC.COCCNCCOC.CC(C)O.CC(C)O.CC(C)O.CC(C)O.CC(C)O.CC(C)O
Maximum force, eV/Å: 3.33
Calculated total energy, Ha: -3226.01606
Frontier orbital gap, eV: 8.9

Last column: Mulliken charge in e.
Atoms and positions in Å:
1 C 0.565 1.712 2.332  0.17
2 O -0.088 2.205 1.173  -0.15
3 C 0.076 1.404 0.051  -0.43
4 C -0.667 0.078 -0.039  2.20
5 C -0.350 -0.752 -1.264  0.08
6 N -2.129 0.329 -0.025  -0.46
7 H 0.411 2.488 3.079  0.02
8 H 1.648 1.692 2.169  -0.15
9 H 0.243 0.709 2.615  0.12
10 H -0.082 1.973 -0.870  -0.67
11 H 1.142 1.148 -0.108  0.13
12 H -0.458 -0.528 0.854  -0.51
13 H -1.076 -1.553 -1.385  -0.24
14 H 0.684 -1.078 -1.424  -0.42
15 H -0.404 -0.142 -2.180  -0.07
16 H -2.409 0.996 0.686  0.33
17 H -2.598 -0.530 0.300  -0.03
18 C 3.854 -5.481 -0.762  -0.84
19 O 3.306 -4.305 -0.213  -0.11
20 C 2.820 -4.551 1.085  -0.99
21 C 2.329 -3.229 1.627  0.58
22 N 3.457 -2.331 1.848  -0.30
23 C 3.028 -0.948 1.958  0.48
24 C 4.245 -0.055 2.221  -0.95
25 O 3.766 1.226 2.640  -0.04
26 C 4.365 2.325 2.009  -0.96
27 H 3.075 -6.222 -0.964  0.33
28 H 4.560 -5.932 -0.055  0.40
29 H 4.431 -5.329 -1.673  0.10
30 H 3.521 -5.057 1.758  0.51
31 H 1.982 -5.257 0.998  0.41
32 H 1.803 -3.268 2.584  0.25
33 H 1.591 -2.813 0.927  -0.57
34 H 4.292 -2.501 1.314  0.37
35 H 2.439 -0.840 2.873  -0.28
36 H 2.454 -0.625 1.081  -0.04
37 H 4.897 -0.038 1.343  0.51
38 H 4.817 -0.397 3.087  0.21
39 H 4.287 3.213 2.640  0.26
40 H 3.947 2.593 1.031  0.28
41 H 5.442 2.164 1.875  0.40
42 C -5.581 -5.072 -4.339  -0.79
43 O -4.926 -4.700 -3.142  -0.42
44 C -3.602 -4.249 -3.269  -0.88
45 C -2.921 -3.944 -1.941  1.60
46 N -2.917 -5.098 -1.073  -0.45
47 C -2.671 -4.741 0.315  -0.74
48 C -1.240 -4.313 0.579  0.82
49 O -1.095 -3.426 1.669  -0.04
50 C -1.076 -4.109 2.912  -1.09
51 H -6.199 -5.955 -4.216  0.28
52 H -4.884 -5.295 -5.159  0.30
53 H -6.082 -4.151 -4.663  0.28
54 H -3.628 -3.294 -3.809  0.11
55 H -3.000 -4.954 -3.851  0.59
56 H -3.466 -3.067 -1.548  0.00
57 H -1.927 -3.545 -2.171  -1.21
58 H -3.840 -5.506 -1.174  0.42
59 H -2.994 -5.572 0.950  0.37
60 H -3.338 -3.914 0.596  0.32
61 H -0.915 -3.770 -0.319  -1.16
62 H -0.475 -5.097 0.517  0.59
63 H -0.523 -3.504 3.632  0.28
64 H -0.679 -5.123 2.879  0.39
65 H -2.088 -4.151 3.335  0.25
66 C 1.734 -2.773 -2.895  -0.28
67 O 0.418 -3.298 -3.030  0.23
68 C 0.090 -3.786 -4.305  1.00
69 C 0.754 -5.124 -4.583  -0.50
70 N 0.803 -5.515 -6.035  -0.41
71 C 2.099 -5.130 -6.597  -0.18
72 C 3.357 -5.929 -6.133  -0.67
73 O 4.042 -5.607 -4.945  -0.27
74 C 4.707 -4.379 -5.010  -0.61
75 H 2.472 -3.582 -2.949  -0.19
76 H 1.713 -2.326 -1.909  -0.09
77 H 2.037 -2.139 -3.736  0.30
78 H 0.291 -3.068 -5.111  -0.69
79 H -0.994 -3.928 -4.318  -0.38
80 H 0.294 -5.897 -3.959  0.50
81 H 1.780 -5.115 -4.194  0.02
82 H 0.732 -6.518 -5.892  0.33
83 H 2.395 -4.086 -6.526  -0.29
84 H 1.958 -5.526 -7.608  0.55
85 H 4.117 -5.867 -6.928  0.43
86 H 3.053 -6.982 -6.123  0.31
87 H 5.252 -4.199 -4.081  0.25
88 H 4.044 -3.516 -5.109  0.11
89 H 5.478 -4.344 -5.787  0.36
90 C -1.417 4.357 4.463  -0.85
91 O -0.290 4.778 5.204  -0.21
92 C 0.065 6.137 5.059  -0.72
93 C -0.407 6.963 6.262  -0.31
94 N 0.378 6.713 7.432  -0.27
95 C -0.121 7.275 8.665  -0.29
96 C 0.738 6.762 9.835  -0.90
97 O 0.307 5.516 10.295  -0.30
98 C -0.593 5.575 11.363  -0.75
99 H -2.355 4.861 4.717  0.30
100 H -1.565 3.304 4.692  0.23
101 H -1.186 4.513 3.405  0.38
102 H -0.250 6.526 4.088  0.34
103 H 1.160 6.133 5.116  0.34
104 H -1.451 6.652 6.447  0.26
105 H -0.495 8.013 5.968  0.28
106 H 0.866 5.842 7.530  0.19
107 H -1.128 6.851 8.819  0.29
108 H -0.135 8.366 8.643  0.29
109 H 0.741 7.518 10.629  0.40
110 H 1.780 6.727 9.513  0.44
111 H -1.423 6.248 11.089  0.31
112 H -0.131 6.027 12.253  0.28
113 H -1.061 4.650 11.694  0.27
114 C 1.770 4.517 -2.921  -1.45
115 C 0.837 3.562 -3.681  1.70
116 C -0.327 4.277 -4.420  -1.07
117 O 1.712 3.096 -4.715  -0.64
118 H 2.628 3.915 -2.641  0.41
119 H 1.344 4.998 -2.037  0.17
120 H 1.858 5.355 -3.616  0.37
121 H 0.459 2.743 -3.055  -0.52
122 H 0.087 5.061 -5.045  0.37
123 H -1.007 4.716 -3.678  0.18
124 H -0.927 3.498 -4.892  0.21
125 H 1.325 2.438 -5.304  0.29
126 C 2.954 -0.508 -6.816  -1.56
127 C 1.556 -0.491 -6.190  0.47
128 C 1.576 -0.719 -4.666  0.45
129 O 0.972 0.821 -6.428  -0.59
130 H 2.901 -0.351 -7.889  0.43
131 H 3.383 -1.490 -6.593  0.30
132 H 3.553 0.222 -6.275  0.32
133 H 0.890 -1.274 -6.566  0.36
134 H 2.434 -1.349 -4.430  0.22
135 H 0.643 -1.141 -4.298  -1.06
136 H 1.721 0.257 -4.198  0.45
137 H 0.571 0.679 -7.296  0.33
138 C -5.055 -0.061 2.032  -1.31
139 C -4.296 -1.282 2.599  0.58
140 C -5.251 -2.379 3.081  -1.40
141 O -3.463 -1.758 1.542  0.12
142 H -5.374 -0.187 0.999  0.27
143 H -4.370 0.784 2.124  0.22
144 H -5.924 0.243 2.620  0.44
145 H -3.662 -0.841 3.377  0.34
146 H -5.613 -2.969 2.242  0.26
147 H -6.083 -1.916 3.613  0.47
148 H -4.767 -3.028 3.816  0.32
149 H -2.724 -2.248 1.929  -0.16
150 C -2.388 -0.402 -5.870  -1.05
151 C -3.677 -0.400 -5.070  0.76
152 C -3.387 -0.433 -3.558  -1.14
153 O -4.389 0.811 -5.331  -0.61
154 H -1.732 0.408 -5.549  0.14
155 H -2.737 -0.147 -6.879  0.43
156 H -1.848 -1.343 -5.910  0.24
157 H -4.281 -1.289 -5.277  0.12
158 H -2.551 -1.117 -3.369  -0.44
159 H -4.223 -1.030 -3.175  0.39
160 H -3.190 0.541 -3.124  0.89
161 H -4.837 1.085 -4.529  0.34
162 C 3.840 1.278 6.328  -1.36
163 C 2.317 1.303 6.444  1.20
164 C 1.660 0.105 5.776  -1.07
165 O 2.058 1.233 7.872  -0.60
166 H 4.176 0.265 6.560  0.37
167 H 4.293 1.992 7.009  0.38
168 H 4.189 1.474 5.310  0.12
169 H 1.862 2.243 6.116  -0.10
170 H 2.357 -0.319 5.046  0.08
171 H 0.714 0.277 5.257  0.22
172 H 1.435 -0.688 6.490  0.47
173 H 1.419 1.910 8.105  0.31
174 C -1.851 6.931 -0.075  -1.28
175 C -1.353 5.957 -1.167  0.78
176 C -1.860 4.563 -0.902  -0.54
177 O -1.884 6.366 -2.431  -0.55
178 H -1.779 7.981 -0.367  0.37
179 H -1.526 6.765 0.949  0.19
180 H -2.939 6.767 -0.078  0.34
181 H -0.273 6.115 -1.255  0.00
182 H -2.931 4.587 -1.107  0.39
183 H -1.790 4.299 0.156  0.25
184 H -1.303 3.806 -1.449  -0.23
185 H -1.722 7.299 -2.595  0.30

=====

[2]
C46H120N16O12 | ωB97M-V/def2-TZVPD

HOMO, eV: -7.86
Structure (SMILES): CC1(C)CCCC(C)(C)N1O.CC1(C)CCCC(C)(C)N1O.COC[C@H](C)N.COC[C@H](C)N.COC[C@H](C)N.COC[C@H](C)N.COC[C@H](C)N.COC[C@H](C)N.NC(N)=O.NC(N)=O.NC(N)=O.NC(N)=O
Maximum force, eV/Å: 6.11
Calculated total energy, Ha: -3603.24632
Frontier orbital gap, eV: 7.6

Last column: Mulliken charge in e.
Atoms and positions in Å:
1 C 0.447 -3.495 -2.699  -1.79
2 C 0.006 -4.251 -3.910  1.82
3 C -1.464 -4.466 -3.763  -2.39
4 C 0.196 -3.378 -5.222  -1.34
5 C 1.518 -3.345 -5.806  -0.63
6 C 1.946 -4.837 -6.033  -1.53
7 C 1.998 -5.733 -4.775  1.51
8 C 1.962 -7.266 -5.309  -1.75
9 C 3.198 -5.494 -3.896  -1.66
10 N 0.685 -5.562 -4.130  0.35
11 O 0.512 -6.309 -3.059  -0.47
12 H 0.037 -2.485 -2.682  0.43
13 H 0.092 -3.947 -1.772  0.35
14 H 1.526 -3.350 -2.641  0.32
15 H -1.915 -5.021 -4.585  0.46
16 H -1.700 -5.232 -3.025  0.48
17 H -1.989 -3.515 -3.676  0.53
18 H -0.591 -3.655 -5.922  0.45
19 H -0.191 -2.399 -4.939  0.46
20 H 1.381 -2.825 -6.754  0.37
21 H 2.249 -2.880 -5.144  0.35
22 H 2.821 -4.979 -6.666  0.52
23 H 1.277 -5.273 -6.775  0.50
24 H 2.218 -8.008 -4.553  0.37
25 H 2.591 -7.267 -6.199  0.41
26 H 0.986 -7.598 -5.665  0.41
27 H 4.129 -5.989 -4.173  0.41
28 H 3.099 -5.836 -2.866  0.37
29 H 3.346 -4.414 -3.864  0.29
30 H -0.420 -6.520 -3.157  0.40
31 C -4.784 -4.431 7.243  -1.80
32 C -3.299 -4.663 6.974  1.44
33 C -2.422 -4.028 8.083  -1.96
34 C -3.050 -6.225 7.021  -1.05
35 C -3.599 -6.851 5.789  -0.75
36 C -2.738 -6.190 4.642  -1.34
37 C -3.092 -4.705 4.347  1.56
38 C -1.958 -4.171 3.481  -2.23
39 C -4.338 -4.303 3.526  -1.60
40 N -2.860 -3.999 5.652  0.42
41 O -2.923 -2.643 5.675  -0.50
42 H -5.141 -4.911 8.154  0.44
43 H -5.084 -3.395 7.398  0.36
44 H -5.457 -4.698 6.428  0.35
45 H -2.687 -2.983 8.246  0.37
46 H -2.568 -4.553 9.028  0.44
47 H -1.344 -4.080 7.936  0.45
48 H -2.078 -6.577 7.368  0.37
49 H -3.809 -6.666 7.667  0.34
50 H -3.415 -7.918 5.911  0.38
51 H -4.672 -6.666 5.733  0.38
52 H -2.882 -6.635 3.658  0.56
53 H -1.695 -6.424 4.854  0.44
54 H -1.855 -3.101 3.300  0.56
55 H -2.083 -4.627 2.499  0.47
56 H -1.029 -4.566 3.891  0.42
57 H -4.272 -3.215 3.527  0.37
58 H -5.177 -4.592 4.159  0.35
59 H -4.469 -4.724 2.529  0.39
60 H -2.112 -2.319 5.278  0.36
61 C -0.456 1.611 -1.345  -0.77
62 O -1.178 1.038 -0.326  -0.35
63 C -0.540 0.870 0.933  -0.75
64 C 0.181 2.132 1.704  0.87
65 C 1.636 2.446 1.371  -1.58
66 N 0.077 1.800 3.146  -0.58
67 H -0.950 1.540 -2.313  0.25
68 H 0.557 1.209 -1.385  0.34
69 H -0.392 2.684 -1.164  0.29
70 H -1.319 0.497 1.599  0.22
71 H 0.133 0.013 0.904  0.37
72 H -0.366 3.074 1.683  0.13
73 H 2.358 1.631 1.341  0.38
74 H 2.020 3.112 2.143  0.42
75 H 1.629 2.787 0.335  0.38
76 H 0.858 1.359 3.610  0.21
77 H -0.763 1.253 3.271  0.15
78 C -5.786 -3.489 -1.992  -0.80
79 O -5.815 -2.307 -2.817  -0.35
80 C -5.453 -1.049 -2.224  -0.55
81 C -5.645 0.175 -3.158  0.44
82 C -4.866 0.116 -4.437  -1.29
83 N -5.093 1.366 -2.477  -0.63
84 H -4.909 -3.540 -1.346  0.28
85 H -5.815 -4.398 -2.592  0.30
86 H -6.631 -3.795 -1.376  0.32
87 H -6.148 -0.883 -1.401  0.36
88 H -4.533 -1.221 -1.665  0.30
89 H -6.695 0.208 -3.449  0.32
90 H -5.284 0.851 -5.124  0.29
91 H -5.075 -0.840 -4.919  0.36
92 H -3.782 0.189 -4.352  0.23
93 H -4.193 1.217 -2.045  0.17
94 H -5.618 1.689 -1.677  0.27
95 C 8.992 0.353 -0.707  -0.77
96 O 8.093 -0.066 0.315  -0.31
97 C 7.624 -1.428 0.113  -0.60
98 C 6.852 -1.719 1.433  0.40
99 C 6.612 -3.236 1.765  -1.36
100 N 5.464 -1.219 1.294  -0.68
101 H 8.546 0.479 -1.693  0.30
102 H 9.751 -0.408 -0.891  0.31
103 H 9.538 1.198 -0.289  0.27
104 H 6.873 -1.503 -0.674  0.26
105 H 8.508 -2.028 -0.104  0.44
106 H 7.343 -1.270 2.296  0.28
107 H 7.487 -3.886 1.786  0.39
108 H 6.067 -3.680 0.932  0.30
109 H 6.046 -3.486 2.662  0.32
110 H 4.849 -1.550 0.564  0.20
111 H 5.556 -0.231 1.107  0.26
112 C 4.646 -0.559 6.601  -0.87
113 O 3.619 -1.010 7.466  -0.44
114 C 3.162 -2.346 7.408  -0.52
115 C 4.251 -3.298 7.951  0.54
116 C 3.677 -4.642 8.452  -1.60
117 N 4.864 -2.681 9.085  -0.73
118 H 5.532 -0.452 7.228  0.35
119 H 4.426 0.446 6.242  0.25
120 H 4.988 -1.201 5.789  0.36
121 H 2.228 -2.352 7.971  0.27
122 H 2.862 -2.712 6.426  0.41
123 H 4.967 -3.567 7.173  0.27
124 H 3.444 -5.232 7.566  0.40
125 H 2.725 -4.493 8.961  0.36
126 H 4.328 -5.141 9.169  0.39
127 H 4.907 -1.677 8.982  0.27
128 H 4.171 -2.760 9.816  0.29
129 C 3.950 5.985 -10.826  -0.78
130 O 3.528 4.677 -10.371  -0.36
131 C 3.616 4.627 -8.962  -0.90
132 C 2.939 3.418 -8.292  0.61
133 C 2.964 3.418 -6.788  -1.30
134 N 3.360 2.143 -8.944  -0.80
135 H 3.619 6.291 -11.819  0.30
136 H 5.030 6.036 -10.686  0.31
137 H 3.438 6.826 -10.357  0.30
138 H 4.634 4.888 -8.674  0.45
139 H 2.996 5.412 -8.529  0.36
140 H 1.924 3.594 -8.646  0.18
141 H 2.554 2.597 -6.200  0.36
142 H 2.574 4.360 -6.402  0.32
143 H 4.035 3.379 -6.594  0.30
144 H 2.471 1.767 -9.241  0.31
145 H 3.789 2.523 -9.775  0.34
146 C -2.684 5.862 -5.865  -0.72
147 O -3.861 5.995 -6.693  -0.35
148 C -4.219 4.857 -7.527  -0.71
149 C -4.502 5.251 -9.021  0.21
150 C -3.169 5.647 -9.664  -1.31
151 N -5.427 6.391 -8.975  -0.74
152 H -2.656 6.823 -5.351  0.23
153 H -1.850 5.755 -6.559  0.31
154 H -2.599 4.965 -5.252  0.29
155 H -3.639 3.952 -7.348  0.46
156 H -5.202 4.540 -7.179  0.33
157 H -4.863 4.342 -9.502  0.36
158 H -2.942 6.632 -9.256  0.30
159 H -3.338 5.881 -10.716  0.33
160 H -2.300 5.016 -9.476  0.33
161 H -4.914 6.982 -8.337  0.37
162 H -6.239 6.030 -8.495  0.31
163 N -4.907 2.924 3.495  -0.39
164 C -4.925 4.206 3.756  0.71
165 N -5.674 4.390 4.812  -0.38
166 O -4.428 5.059 3.074  -0.65
167 H -5.243 2.252 4.170  0.17
168 H -4.441 2.720 2.623  0.19
169 H -5.944 3.560 5.320  0.14
170 H -5.839 5.312 5.190  0.22
171 N 0.354 3.755 9.409  -0.35
172 C 1.280 2.825 9.344  0.74
173 N 1.978 2.891 8.262  -0.28
174 O 1.391 1.895 10.151  -0.70
175 H 0.259 4.357 8.604  0.12
176 H -0.222 3.849 10.234  0.21
177 H 2.737 2.243 8.105  0.15
178 H 1.728 3.649 7.643  0.11
179 N 0.318 7.911 4.669  -0.39
180 C 0.410 6.664 5.066  0.65
181 N -0.020 5.870 4.112  -0.25
182 O 0.890 6.293 6.067  -0.61
183 H -0.295 8.044 3.878  0.16
184 H 0.952 8.625 4.998  0.21
185 H 0.057 4.863 4.121  0.11
186 H -0.620 6.284 3.413  0.12
187 N 0.477 9.266 -0.248  -0.40
188 C -0.387 8.430 0.291  0.61
189 N -0.444 7.306 -0.316  -0.35
190 O -1.105 8.676 1.276  -0.69
191 H 1.089 9.173 -1.046  0.17
192 H 0.650 10.072 0.335  0.23
193 H -0.026 7.250 -1.233  0.18
194 H -1.267 6.725 -0.238  0.25

=====

What did we get for energy above the lowest of the compared OMol25 structures with the same formula, charge and spin? Answer: 460.7 989.4 kJ/mol, in the order shown.
What did we get for molar mass? Answer: 982.5 1089.6 g mol⁻¹, in the order shown.